The following is a DFT calculation (the ωB97M-V functional and the def2-TZVPD basis) of 2 unconnected molecules or ions with the total composition C6H10O.

```
17
Properties=species:S:1:pos:R:3:forces:R:3
C -1.9037 0.0794 0.7596 0.0 0.2 0.0
C -1.3887 1.0161 -0.0321 -0.2 -0.1 0.1
C 0.0300 1.5259 0.0866 0.1 0.0 0.1
C 0.7653 0.7056 -0.9374 0.1 -0.2 -0.1
C 1.4683 -0.4154 -0.7259 0.0 0.2 -0.1
C 1.7872 -1.0045 0.5904 0.0 0.1 0.3
O 1.4587 -0.5699 1.6769 0.1 -0.2 -0.5
H -1.3477 -0.3069 1.6115 -0.1 0.1 -0.1
H -0.9718 -1.8690 -0.1395 0.1 -0.2 -0.1
H -2.8772 -0.3606 0.5563 0.1 0.2 0.1
H -1.9454 1.3508 -0.9076 0.0 0.0 0.1
H 0.0925 2.5933 -0.1560 0.0 -0.2 0.0
H 0.4256 1.3574 1.0879 -0.1 0.0 -0.2
H 0.5758 0.9868 -1.9739 0.1 0.0 0.1
H 1.8060 -0.9949 -1.5833 0.1 0.2 0.1
H -0.3560 -2.1530 -0.4457 -0.1 -0.2 0.0
H 2.3810 -1.9411 0.5322 -0.1 0.1 0.0
```
Positions in Å, forces in eV/Å.

Output
- ΔE to the lowest compared entry with this formula, charge and spin: 223.8 kJ/mol
- Kohn-Sham gap: 9.74 eV
- Lowest unoccupied orbital energy: 0.1148 eV
- E_HOMO: -9.63 eV
- Energy: -309.7571 Eh
- SMILES: C=CC/C=C\C=O.[H][H]

The following is a DFT calculation (the ωB97M-V functional and the def2-TZVPD basis) of C6H10O in the gas phase in a non-equilibrium geometry.

```
17
Properties=species:S:1:pos:R:3:forces:R:3
C 0.7485 -0.9856 -1.0785 1.0 0.0 -1.3
C 1.5188 0.3462 -1.0822 2.2 -0.4 -1.7
C 0.2672 -0.0470 1.1397 0.7 -0.5 -2.6
C -0.9073 0.7480 -1.3117 0.7 0.9 2.4
C 0.2116 0.2656 -0.3622 -0.3 -1.0 -0.3
C -0.6989 0.1147 2.1868 1.5 4.0 0.5
O -2.1595 0.3867 -0.9227 -0.1 0.2 -0.5
H 0.2131 -1.2412 -1.9823 0.0 0.2 -0.2
H 1.1700 -1.8998 -0.6554 -0.1 0.6 0.6
H 2.5396 0.3603 -0.5875 -1.7 -0.1 0.0
H 1.6546 0.8787 -2.1014 -0.8 -0.8 1.8
H 0.9437 -0.8850 1.3181 0.3 0.5 -0.2
H -0.8388 1.7534 -1.7231 -0.1 -0.2 -0.1
H -1.5960 -0.3570 2.1209 -3.0 -1.2 -0.6
H -0.8158 1.2360 2.3838 -0.4 -1.4 -0.1
H -0.2266 -0.3000 3.0206 0.5 -0.5 1.8
H -2.0241 -0.3742 -0.3630 -0.3 -0.5 0.3
```
Positions in Å, forces in eV/Å.

Output
- Multiplicity: 3
- Expectation value of S²: 2.008
- ΔE to the lowest compared entry with this formula, charge and spin: 6.8 kJ/mol
- Kohn-Sham gap (spin up / spin down): 7.96 / 10.53 eV
- Lowest unoccupied orbital energy (spin up / spin down): 0.9341 / 0.4750 eV
- E_HOMO (spin up / spin down): -7.02 / -10.05 eV
- Energy: -309.6493 Eh

The following is a DFT calculation (the ωB97M-V functional and the def2-TZVPD basis) of C6H10O2 in the gas phase in a non-equilibrium geometry.

```
18
Properties=species:S:1:pos:R:3:forces:R:3
O -0.1915 -1.7313 -1.2824 -0.2 0.4 -0.1
C 0.9554 -1.4033 -1.1556 0.6 -1.0 -0.2
O 1.9531 -2.0467 -1.8118 0.2 0.1 -0.3
C 1.5011 -0.3732 -0.2261 -0.3 0.7 0.9
C 0.7623 0.9772 -0.2983 0.4 -0.2 -0.5
C -0.3468 1.2562 0.7269 0.0 -0.1 -1.8
C -2.4090 0.0778 1.4979 -0.9 0.7 1.3
C -1.5706 0.4047 0.5365 0.3 -0.5 0.3
H 1.5848 -2.7053 -2.4268 -0.2 0.2 0.4
H 1.3992 -0.7801 0.7814 -0.2 -0.2 0.1
H 2.5611 -0.1790 -0.3157 0.2 -0.4 -0.6
H 1.5298 1.7544 -0.2669 -0.1 0.1 0.4
H 0.3811 1.0832 -1.3171 -0.3 0.0 0.1
H 0.0775 1.2978 1.7187 -0.3 0.1 0.4
H -0.7096 2.2125 0.3644 0.1 0.8 0.7
H -3.3818 -0.3858 1.4346 0.1 -0.5 -0.9
H -2.3434 0.4619 2.5191 0.8 0.0 -0.1
H -1.7526 0.0791 -0.4787 0.0 0.0 -0.1
```
Positions in Å, forces in eV/Å.

Output
- ΔE to the lowest compared entry with this formula, charge and spin: 55.8 kJ/mol
- Kohn-Sham gap: 10.23 eV
- Lowest unoccupied orbital energy: 0.8032 eV
- E_HOMO: -9.43 eV
- Energy: -385.0812 Eh
- SMILES: C=CCCCC(=O)O

> Which value of energy does entry 1 give?

-309.7571 Eh

> The lowest ΔE to the lowest compared entry with this formula, charge and spin belongs to which entry?

number 2

> Number 1 is which compound?

C6H10O

> The highest ΔE to the lowest compared entry with this formula, charge and spin belongs to which entry?

number 1